Here is a molecular structure, C29H43BIrN10S4 from OMol25. Energies are from ωB97M-V/def2-TZVPD.

The geometry in XYZ format:
```
88
Properties=species:S:1:pos:R:3:lowdin_charge:R:1
Ir -0.64 0.16 1.22 0.652
C -5.02 0.65 2.31 -0.010
C -3.75 0.42 1.54 -0.258
N -2.75 -0.26 2.00 -0.090
N -2.89 -0.91 3.15 -0.023
C -1.84 -1.22 3.85 -0.832
N -1.96 -2.03 4.91 0.099
S -0.25 -0.56 3.55 0.591
C -3.61 1.02 0.23 -0.236
C -4.71 1.54 -0.47 -0.003
C -4.50 2.21 -1.66 -0.032
C -3.20 2.35 -2.12 -0.026
C -2.18 1.78 -1.39 -0.179
N -2.36 1.12 -0.26 0.006
H -4.86 0.38 3.35 0.074
H -5.83 0.03 1.92 0.095
H -5.31 1.69 2.25 0.094
H -2.86 -2.37 5.19 0.113
H -1.15 -2.21 5.47 0.090
H -5.70 1.41 -0.08 0.113
H -5.33 2.63 -2.20 0.117
H -2.98 2.90 -3.02 0.113
H -1.15 1.90 -1.72 0.076
C 2.38 5.99 -1.40 -0.040
C 1.98 4.93 -0.36 -0.544
C 2.99 4.90 0.79 -0.012
C 0.60 5.32 0.16 -0.091
N 2.00 3.61 -1.02 -0.001
C 2.84 3.32 -2.05 -0.033
C 2.66 2.02 -2.39 -0.045
N 1.69 1.48 -1.57 0.062
B 1.41 -0.04 -1.84 -0.553
N 2.31 -0.98 -1.02 0.013
C 2.82 -2.10 -1.60 -0.040
C 3.49 -2.80 -0.66 -0.038
N 3.39 -2.11 0.53 0.012
C 2.66 -1.00 0.28 -0.696
S 2.19 0.22 1.36 0.694
C 4.02 -2.64 1.75 -0.542
C 3.70 -1.80 2.99 -0.084
C 3.52 -4.07 1.98 -0.019
C 5.54 -2.65 1.52 -0.018
N -0.08 -0.55 -1.81 0.047
C -0.86 -0.37 -2.93 -0.071
C -1.93 -1.19 -2.86 -0.030
N -1.84 -1.90 -1.68 0.011
C -0.70 -1.49 -1.06 -0.649
S -0.07 -2.17 0.38 0.751
C -2.83 -2.94 -1.33 -0.534
C -2.59 -4.13 -2.26 -0.013
C -2.74 -3.43 0.11 -0.094
C -4.23 -2.34 -1.53 -0.015
C 1.32 2.47 -0.71 -0.652
S 0.21 2.41 0.57 0.650
H 2.21 6.97 -0.97 0.091
H 1.78 5.90 -2.30 0.098
H 3.44 5.94 -1.66 0.079
H 3.00 5.87 1.29 0.095
H 3.99 4.69 0.42 0.090
H 2.71 4.14 1.51 0.082
H 0.59 6.39 0.36 0.088
H 0.36 4.82 1.09 0.026
H -0.18 5.10 -0.57 0.084
H 3.51 4.03 -2.48 0.121
H 3.13 1.45 -3.15 0.120
H 1.71 -0.19 -2.98 0.119
H 2.66 -2.33 -2.63 0.128
H 4.02 -3.72 -0.75 0.124
H 2.63 -1.81 3.20 0.048
H 4.03 -0.78 2.86 0.050
H 4.22 -2.23 3.84 0.095
H 2.44 -4.10 2.00 0.089
H 3.90 -4.42 2.93 0.094
H 3.88 -4.75 1.21 0.079
H 5.92 -1.65 1.36 0.094
H 5.81 -3.26 0.66 0.080
H 6.03 -3.07 2.40 0.094
H -0.57 0.31 -3.70 0.136
H -2.72 -1.33 -3.56 0.128
H -1.59 -4.53 -2.10 0.093
H -2.67 -3.86 -3.31 0.084
H -3.31 -4.91 -2.05 0.095
H -1.82 -3.97 0.30 0.035
H -3.56 -4.11 0.29 0.094
H -2.81 -2.61 0.82 0.051
H -4.47 -2.19 -2.58 0.080
H -4.31 -1.39 -1.01 0.076
H -4.97 -3.01 -1.11 0.094
```

**HOMO level (spin up / spin down)**: -9.4 / -9.4 eV
**Net charge**: +1
**HOMO-LUMO gap (spin up / spin down)**: 6.1 / 6.0 eV
**Total energy**: -3400.275049 a.u.
**2S+1**: 1

---

Here is a molecular structure, C29H18Cl3N2OPRuS7 from OMol25. Energies are from ωB97M-V/def2-TZVPD.

The geometry in XYZ format:
```
62
Properties=species:S:1:pos:R:3:mulliken_spin:R:1
Ru 0.37 -0.15 -0.25 0.735
Cl -0.27 4.06 2.56 0.001
C -0.84 3.74 0.96 0.008
C -1.55 4.73 0.28 -0.005
C -2.01 4.53 -0.99 0.010
Cl -2.85 5.81 -1.81 0.001
C -1.79 3.30 -1.66 -0.009
C -2.19 3.01 -2.98 0.006
C -1.90 1.78 -3.50 -0.007
C -1.24 0.82 -2.71 0.001
N -0.89 1.06 -1.47 -0.011
C -1.12 2.30 -0.94 0.015
C -0.55 2.51 0.37 -0.023
O 0.13 1.57 0.93 0.018
H -1.73 5.68 0.78 0.000
H -2.69 3.76 -3.56 0.001
H -2.16 1.53 -4.52 -0.001
H -1.04 -0.17 -3.09 0.005
S 3.41 -6.63 -1.15 0.005
C 2.65 -5.19 -0.86 0.002
S 1.27 -4.66 -1.73 0.001
C 1.05 -3.14 -0.91 -0.010
C 1.94 -2.85 0.08 0.035
S 1.88 -1.40 1.03 0.023
S 3.17 -4.05 0.33 0.000
S -0.26 -2.05 -1.33 0.147
S 4.97 -0.88 -0.70 0.001
P 3.70 -0.28 -2.05 0.018
S 2.04 0.85 -1.53 0.035
C 3.20 -1.61 -3.18 -0.015
C 1.94 -1.65 -3.76 0.009
C 1.62 -2.64 -4.69 -0.009
C 2.57 -3.58 -5.04 0.001
C 3.84 -3.55 -4.46 -0.001
C 4.15 -2.56 -3.54 0.003
C 4.47 0.90 -3.22 -0.002
C 5.81 1.25 -3.07 0.002
C 6.41 2.11 -3.98 0.001
C 5.68 2.62 -5.05 -0.001
C 4.35 2.27 -5.20 0.001
C 3.75 1.42 -4.30 -0.003
H 1.20 -0.92 -3.47 0.004
H 0.63 -2.68 -5.12 0.002
H 2.33 -4.36 -5.75 0.000
H 4.57 -4.30 -4.72 0.000
H 5.12 -2.54 -3.06 0.000
H 6.36 0.84 -2.24 0.000
H 7.45 2.38 -3.86 0.000
H 6.16 3.28 -5.76 0.000
H 3.78 2.66 -6.04 0.000
H 2.70 1.15 -4.41 0.000
Cl -5.16 -0.19 1.05 0.000
C -3.55 -0.24 1.67 -0.001
C -3.28 0.10 2.99 0.001
C -1.97 0.03 3.43 -0.003
C -0.99 -0.35 2.53 -0.004
N -1.25 -0.66 1.26 0.001
C -2.51 -0.62 0.84 0.008
H -4.09 0.42 3.64 0.000
H -1.71 0.29 4.44 0.000
H 0.06 -0.41 2.82 0.007
H -2.69 -0.91 -0.19 -0.001
```

**HOMO level (spin up / spin down)**: -4.1 / -4.2 eV
**Net charge**: -1
**HOMO-LUMO gap (spin up / spin down)**: 6.0 / 5.6 eV
**Total energy**: -5905.061420 a.u.
**2S+1**: 2

---

Here is a single C2H4N2Se molecule from OMol25. Energies are from ωB97M-V/def2-TZVPD.

The geometry in XYZ format:
```
9
Properties=species:S:1:pos:R:3:lowdin_charge:R:1
C -1.38 1.30 -0.05 -0.017
N -0.79 0.24 -0.21 -0.092
N 0.37 -0.15 -0.50 -0.423
C 0.95 -1.30 0.05 -0.466
Se 2.22 0.24 0.12 0.754
H -0.74 2.13 0.32 0.084
H -2.38 1.46 -0.13 0.037
H 0.64 -1.87 1.03 0.113
H 1.11 -2.03 -0.63 0.011
```

**HOMO level**: -8.3 eV
**Net charge**: 0
**HOMO-LUMO gap**: 8.5 eV
**Structure (SMILES)**: C=NN1C[Se]1
**Total energy**: -2589.397721 a.u.
**2S+1**: 1

---

Here is 3 unconnected molecules or ions with the total composition C25H56BN3O7PS from OMol25. Energies are from ωB97M-V/def2-TZVPD.

The geometry in XYZ format:
```
94
Properties=species:S:1:pos:R:3:mulliken_spin:R:1
C -0.76 -1.37 2.74 0.001
C -0.37 -0.28 1.76 0.000
O 0.64 0.55 2.37 0.000
P 1.22 1.92 1.86 0.000
O 0.88 3.12 2.62 0.000
C 0.70 2.18 0.13 0.000
C 1.04 1.21 -0.99 0.000
S 2.79 0.72 -1.01 0.001
N 3.12 0.87 -2.67 0.003
C 2.77 -1.08 -0.87 0.003
B 3.47 -1.47 0.53 0.000
O 4.78 -1.74 0.67 0.000
O 2.61 -1.51 1.58 0.000
O 2.77 1.54 1.81 0.000
C 3.73 2.64 1.76 0.000
C 4.15 3.08 3.15 0.000
H 0.09 -1.55 3.41 0.000
H -1.61 -1.08 3.35 -0.001
H -0.96 -2.30 2.22 0.000
H 0.06 -0.72 0.86 0.000
H -1.22 0.35 1.50 0.000
H 1.07 3.18 -0.12 0.000
H -0.38 2.27 0.18 0.000
H 0.90 1.67 -1.97 0.000
H 0.43 0.31 -0.98 0.000
H 3.22 1.85 -2.91 0.001
H 3.96 0.36 -2.94 -0.001
H 1.73 -1.40 -0.88 0.000
H 3.26 -1.46 -1.76 -0.002
H 5.35 -1.63 -0.10 0.000
H 2.99 -1.32 2.45 0.000
H 4.57 2.25 1.18 0.000
H 3.29 3.47 1.19 0.000
H 3.77 2.37 3.89 0.000
H 3.71 4.05 3.41 0.000
H 5.23 3.14 3.24 0.000
C -5.56 1.82 4.30 0.024
C -5.78 0.29 4.35 -0.016
C -7.21 -0.08 4.76 0.032
C -7.52 0.10 6.25 -0.020
C -6.49 -0.63 7.10 0.031
C -5.05 -0.19 6.79 -0.002
N -4.82 -0.37 5.31 0.414
O -4.52 -1.57 4.99 0.533
C -4.83 1.25 7.26 0.023
C -4.05 -1.07 7.53 -0.008
C -5.52 -0.27 2.96 -0.010
H -4.82 2.16 5.01 -0.008
H -5.19 2.10 3.31 0.000
H -6.48 2.36 4.48 0.000
H -7.39 -1.13 4.49 0.002
H -7.90 0.52 4.16 0.003
H -7.56 1.16 6.51 0.000
H -8.51 -0.31 6.45 0.002
H -6.67 -0.47 8.16 0.002
H -6.56 -1.71 6.92 0.002
H -3.84 1.61 6.97 -0.009
H -4.89 1.26 8.35 0.000
H -5.58 1.95 6.89 0.001
H -4.21 -2.12 7.32 0.002
H -4.16 -0.90 8.60 0.000
H -3.03 -0.82 7.24 -0.001
H -4.48 -0.13 2.66 -0.001
H -6.15 0.27 2.25 0.001
H -5.75 -1.33 2.88 0.004
C 3.21 0.87 -7.89 0.024
C 4.11 -0.15 -7.15 -0.013
C 4.34 -1.42 -7.99 0.032
C 3.15 -2.37 -8.06 -0.013
C 2.66 -2.72 -6.66 0.030
C 2.31 -1.48 -5.84 0.002
N 3.50 -0.55 -5.83 0.443
O 4.35 -0.79 -4.90 0.493
C 1.05 -0.81 -6.39 0.020
C 2.05 -1.85 -4.38 -0.024
C 5.46 0.51 -6.88 0.001
H 2.28 1.06 -7.37 -0.009
H 3.73 1.83 -7.96 0.000
H 2.98 0.54 -8.90 0.000
H 5.20 -1.96 -7.56 0.000
H 4.64 -1.11 -8.99 0.003
H 2.35 -1.94 -8.66 -0.001
H 3.46 -3.29 -8.57 0.002
H 1.78 -3.37 -6.69 0.001
H 3.45 -3.27 -6.13 0.000
H 0.84 0.12 -5.86 -0.011
H 0.21 -1.49 -6.23 0.000
H 1.10 -0.61 -7.45 0.001
H 2.89 -2.42 -3.98 0.003
H 1.14 -2.44 -4.28 -0.001
H 1.97 -0.92 -3.82 0.010
H 5.34 1.36 -6.20 -0.003
H 5.84 0.89 -7.83 0.000
H 6.18 -0.18 -6.46 0.005
```

**HOMO level (spin up / spin down)**: -9.5 / -10.7 eV
**Net charge**: +1
**HOMO-LUMO gap (spin up / spin down)**: 6.7 / 7.9 eV
**Total energy**: -2441.327393 a.u.
**2S+1**: 3

---

Here is 2 unconnected molecules or ions with the total composition C2H3BrNO from OMol25. Energies are from ωB97M-V/def2-TZVPD.

The geometry in XYZ format:
```
8
Properties=species:S:1:pos:R:3:lowdin_charge:R:1
C 0.59 0.43 0.92 -0.125
C -0.11 0.05 -0.40 -0.091
N 1.02 -0.42 -0.18 -0.381
O 2.08 -1.07 -0.42 -0.164
Br -3.15 0.24 -1.61 -0.189
H 0.97 1.37 1.23 0.052
H 0.16 -0.30 1.64 0.073
H -1.55 -0.30 -1.19 -0.175
```

**HOMO level**: -4.2 eV
**Net charge**: -1
**HOMO-LUMO gap**: 8.2 eV
**Total energy**: -2781.898251 a.u.
**2S+1**: 1

---

Here is a molecular structure, C47H58AlBr2ClF10K2N2O12P2S2 from OMol25. Energies are from ωB97M-V/def2-TZVPD.

The geometry in XYZ format:
```
139
Properties=species:S:1:pos:R:3:lowdin_charge:R:1
C -1.08 -3.96 3.14 0.089
C -0.09 -4.28 2.50 -0.103
C 1.08 -4.32 1.56 -0.247
C 2.46 -4.34 2.26 -0.154
C 2.89 -3.01 2.99 -0.104
C 2.00 -1.82 2.58 -0.189
N 2.22 -1.36 1.36 0.221
C 1.42 -0.31 1.00 -0.097
C 1.57 0.21 -0.33 -0.180
O 2.47 -0.36 -1.22 -0.068
C 3.84 -0.18 -0.83 -0.130
C 4.79 -0.96 -1.84 -0.278
C 5.07 -0.09 -3.07 -0.274
C 4.35 -2.41 -2.17 -0.353
C 3.83 -3.20 -0.93 -0.233
C 3.33 -2.53 -3.34 -0.098
C 0.80 1.30 -0.76 -0.143
P 1.07 1.97 -2.49 0.940
O 2.72 2.02 -2.76 -0.351
O 0.61 3.54 -2.61 -0.254
C -0.17 1.84 0.17 -0.190
C -1.03 3.01 -0.24 -0.677
Br -0.81 4.71 0.69 0.739
C -1.93 2.93 -1.22 -0.735
C -2.17 1.67 -2.03 -0.113
Br -3.03 4.46 -1.66 0.724
C -0.33 1.32 1.43 -0.123
C -1.39 1.87 2.39 -0.126
C -2.47 0.78 2.68 -0.130
C -2.90 -0.04 1.47 -0.218
C -2.21 -1.16 0.99 -0.055
C -2.63 -1.89 -0.10 -0.070
C -3.80 -1.57 -0.79 -0.075
C -4.53 -0.48 -0.31 -0.070
C -4.08 0.29 0.79 -0.037
C 0.48 0.23 1.89 -0.155
N 0.24 -0.21 3.15 0.210
C 1.00 -1.24 3.43 -0.219
C 0.77 -1.85 4.83 -0.141
C 1.15 -0.87 5.97 -0.300
C 2.40 -0.01 5.69 -0.465
S 3.98 -0.94 5.92 0.680
H -1.87 -3.55 3.75 0.039
H 0.99 -5.29 1.04 0.083
H 0.99 -3.56 0.77 0.072
H 3.21 -4.52 1.47 0.096
H 2.51 -5.21 2.93 0.115
H 3.89 -2.74 2.61 0.120
H 2.99 -3.10 4.07 0.062
H 4.07 -0.53 0.18 0.116
H 4.16 0.88 -0.91 0.116
H 5.75 -1.05 -1.29 0.150
H 5.94 -0.47 -3.73 0.120
H 4.09 0.02 -3.67 0.050
H 5.40 0.94 -2.67 0.018
H 5.26 -2.95 -2.49 0.137
H 3.97 -4.27 -1.18 0.007
H 2.76 -3.07 -0.76 -0.041
H 4.44 -3.03 -0.02 0.091
H 2.33 -2.29 -2.95 0.065
H 3.53 -1.86 -4.19 0.062
H 3.26 -3.57 -3.69 0.062
H 3.13 2.67 -2.15 0.074
H 1.16 4.15 -2.09 0.087
H -1.44 1.59 -2.86 0.047
H -3.16 1.74 -2.51 0.072
H -2.16 0.75 -1.41 0.073
H -1.90 2.75 1.99 0.054
H -0.90 2.13 3.34 0.117
H -2.14 0.06 3.45 0.096
H -3.38 1.27 3.07 0.115
H -1.30 -1.51 1.48 0.092
H -2.05 -2.75 -0.46 0.115
H -4.15 -2.19 -1.65 0.086
H -5.47 -0.23 -0.81 0.102
H -4.63 1.15 1.19 0.116
H 1.19 -2.86 4.93 0.100
H -0.33 -1.98 4.89 0.108
H 0.31 -0.22 6.27 0.129
H 1.37 -1.51 6.88 -0.166
H 2.38 0.52 4.73 0.092
H 2.43 0.77 6.48 0.073
H 3.58 -2.23 5.99 -0.100
Al 0.84 -2.67 8.42 1.126
Cl 1.90 -4.80 -1.57 0.119
F 7.49 -1.90 2.79 -0.183
P 7.60 -0.80 3.99 0.319
F 9.07 -0.69 3.32 -0.170
F 5.98 -0.54 3.74 -0.266
F 7.11 -2.03 4.98 -0.222
F 7.51 0.83 3.79 -0.206
F 8.35 -0.45 5.43 -0.236
F 1.51 5.76 -9.15 0.071
C 1.64 4.88 -8.14 -0.277
C 2.08 3.60 -8.42 -0.022
C 2.23 2.69 -7.38 -0.102
C 1.91 3.08 -6.08 -0.116
C 1.46 4.37 -5.82 -0.062
C 1.33 5.28 -6.86 0.015
H 2.31 3.32 -9.44 0.115
H 2.58 1.69 -7.58 0.097
H 2.02 2.37 -5.26 0.055
H 1.22 4.67 -4.81 0.086
H 0.99 6.29 -6.67 0.133
C -6.63 -2.38 -4.84 -0.014
C -5.76 -2.12 -3.56 -0.399
O -5.62 -3.28 -2.94 0.053
H -7.62 -2.76 -4.58 0.085
H -6.76 -1.43 -5.37 0.090
H -6.15 -3.08 -5.52 0.082
H -6.28 -1.30 -3.02 0.131
H -4.85 -1.61 -3.92 0.120
K 5.89 0.72 7.04 0.817
C 4.58 7.95 -5.20 -0.651
F 5.58 7.16 -4.74 0.083
F 5.15 9.12 -5.51 0.113
F 4.19 7.40 -6.37 0.095
S 3.18 8.14 -4.00 0.424
O 3.80 8.73 -2.83 -0.332
O 2.69 6.79 -3.78 -0.367
O 2.25 9.00 -4.68 -0.325
O -8.63 -0.71 -0.05 0.097
C -8.60 -0.57 1.14 -0.487
O -9.57 0.06 1.85 0.027
C -9.19 0.15 3.23 -0.149
C -8.16 -0.95 3.43 -0.156
C -7.49 -1.01 2.07 -0.075
H -8.77 1.15 3.41 0.122
H -10.06 0.02 3.86 0.126
H -7.47 -0.75 4.25 0.112
H -8.66 -1.89 3.64 0.106
H -6.66 -0.31 1.98 0.107
H -7.16 -2.02 1.83 0.131
K 5.04 1.77 -4.33 0.967
C -8.00 -3.94 5.88 -0.813
O -7.61 -5.02 6.37 -0.005
O -9.09 -4.09 5.02 0.033
O -7.57 -2.79 6.04 0.020
H -9.15 -5.06 5.13 0.093
```

**HOMO level**: -7.4 eV
**Net charge**: 0
**HOMO-LUMO gap**: 1.4 eV
**Total energy**: -12366.036305 a.u.
**2S+1**: 1

---

Here is a single C5H10O2 molecule from OMol25. Energies are from ωB97M-V/def2-TZVPD.

The geometry in XYZ format:
```
17
Properties=species:S:1:pos:R:3:lowdin_charge:R:1
C 2.65 1.22 0.32 -0.066
O 1.35 0.88 0.80 -0.141
C 1.02 -0.38 0.72 -0.048
C -0.40 -0.52 1.23 -0.221
C -1.26 -1.03 0.06 -0.206
C -1.53 0.07 -0.96 -0.286
O -2.21 -0.40 -2.11 -0.067
H 2.53 1.94 -0.49 0.089
H 3.14 0.31 -0.04 0.080
H 3.20 1.68 1.14 0.088
H -0.71 -1.85 -0.43 0.110
H -0.38 -1.28 2.01 0.112
H -0.81 0.41 1.65 0.113
H -2.21 -1.44 0.42 0.116
H -2.18 0.84 -0.52 0.125
H -0.58 0.57 -1.23 0.114
H -1.62 -1.02 -2.55 0.087
```

**HOMO level**: -8.6 eV
**Net charge**: 0
**HOMO-LUMO gap**: 9.5 eV
**Total energy**: -346.880756 a.u.
**2S+1**: 1

---

Here is 2 unconnected molecules or ions with the total composition C5H8Cl2O2 from OMol25. Energies are from ωB97M-V/def2-TZVPD.

The geometry in XYZ format:
```
17
Properties=species:S:1:pos:R:3:lowdin_charge:R:1
O -0.22 -1.31 -0.94 0.095
C 0.62 -0.68 -0.33 -0.458
C 0.43 0.29 0.80 -0.062
C 1.64 1.22 0.52 -0.165
C 2.70 0.31 -0.01 -0.151
O 1.96 -0.80 -0.62 0.022
H -0.52 0.81 0.65 0.115
H 0.45 -0.16 1.79 0.133
H 1.34 1.98 -0.20 0.119
H 1.99 1.75 1.40 0.116
H 3.21 0.79 -0.84 0.125
H 3.42 0.06 0.76 0.126
Cl -4.93 -0.50 -1.18 0.499
C -3.26 -0.83 -0.72 -1.016
Cl -3.26 -1.50 0.94 0.465
H -2.82 -1.55 -1.42 0.029
H -2.76 0.13 -0.59 0.008
```

**HOMO level**: -10.5 eV
**Net charge**: 0
**HOMO-LUMO gap**: 11.2 eV
**Structure (SMILES)**: O=C1CCCO1.ClCCl
**Total energy**: -1266.179564 a.u.
**2S+1**: 1

---

no.,largest force on an atom (eV/Å)
1,2.85
2,1.15
3,5.20
4,0.69
5,3.64
6,6.16
7,0.58
8,1.91